(1)
C4H3AuO6 | ωB97M-V/def2-TZVPD

The HOMO energy (spin up / spin down) is -0.68579 / -0.73472 Eh. The multiplicity is 3. Its total charge is +2. As for the expectation value of S²: 2.008. As for the LUMO energy (spin up / spin down): -10.1328 / -12.8203 eV.

Each line ends with the natural charge from an NBO analysis.
Atoms and positions in Å:
O 1.65756 0.40141 1.96702  -0.387
C 0.92994 0.38653 1.02003  0.741
O -1.11100 0.96726 -0.24683  -0.410
C -1.77954 -0.14402 -0.48662  0.929
C -0.41124 1.08718 0.97836  -0.205
O -1.76497 -1.11706 0.32237  -0.624
O -2.45442 -0.21538 -1.55100  -0.549
H -1.01005 0.71863 1.81962  0.274
H -0.22335 2.15990 1.11520  0.302
Au -2.76852 -1.89685 -0.87923  1.329
O 2.83856 -0.98159 -1.45528  -0.547
C 2.68000 -0.34997 -0.34179  1.100
O 1.37800 -0.01626 -0.24232  -0.517
H 2.03902 -0.99977 -2.01951  0.564

***

(2)
C21H42O10P2ReSSi | ωB97M-V/def2-TZVPD

The HOMO energy (spin up / spin down) is -0.53882 / -0.52802 Eh. The multiplicity is 2. Its total charge is +2. As for the expectation value of S²: 0.769. As for the LUMO energy (spin up / spin down): -8.0859 / -7.7029 eV. Its relative energy (zero: lowest compared OMol25 entry of this formula, charge and spin) is 0.1397 eV.

Each line ends with the Mulliken charge.
Atoms and positions in Å:
Re -1.62562 -0.34041 0.09620  2.683
C -0.11592 -2.16061 3.97800  -1.624
C -1.14024 -2.33630 2.89778  1.118
C -1.40763 -3.57941 2.36224  -0.387
C -2.41597 -3.75581 1.40388  -0.547
C -3.23896 -2.71244 1.03524  -0.373
C -3.05582 -1.44878 1.63916  -1.217
C -1.94540 -1.24838 2.47374  -0.664
H 0.90059 -2.23797 3.59002  0.236
H -0.23167 -2.94294 4.72765  0.529
H -0.21548 -1.19669 4.47319  0.411
H -0.83952 -4.43830 2.69792  0.450
H -2.58631 -4.74231 0.99232  0.481
H -4.08650 -2.87445 0.38515  0.602
H -3.81928 -0.68847 1.56615  0.706
H -1.85726 -0.30930 3.00939  0.695
C -5.13930 -0.35785 -3.15692  -1.637
C -3.88400 0.47958 -2.89112  1.118
O -3.53036 1.29113 -4.00375  -0.633
P -2.44173 -0.59853 -2.78080  0.215
O -2.74072 -1.93083 -1.98462  -0.363
O -2.00868 -1.03829 -4.19944  -0.468
O -1.31765 -0.03084 -1.86642  -0.999
P -4.06496 1.38587 -1.27895  0.727
O -2.95811 2.51947 -1.38345  -0.392
O -5.42031 1.86370 -1.04366  -0.696
O -3.49836 0.27887 -0.30589  -0.825
H -5.03360 -0.95391 -4.06452  0.416
H -5.97961 0.32679 -3.27881  0.457
H -5.38714 -0.99925 -2.31061  0.382
H -4.26184 1.88069 -4.23247  0.398
H -3.31962 -2.60496 -2.37331  0.350
H -2.07985 -0.35808 -4.89545  0.418
H -3.34038 3.40536 -1.28905  0.290
C 2.29130 -2.24250 0.74469  -1.496
C 1.33509 -1.94572 -0.38666  1.609
C 0.35706 -3.06619 -0.62302  -1.787
C 2.05064 -1.58060 -1.67244  -1.571
O 0.50127 -0.73867 0.06243  1.313
Si 1.12766 0.82316 0.24508  -0.908
S -0.85970 1.53522 0.78641  -0.829
O 2.20646 1.03858 1.37455  0.216
C 2.52497 1.56468 2.70603  1.529
C 2.28055 3.06007 2.68417  -1.591
C 3.99119 1.24662 2.93324  -1.584
C 1.64535 0.85298 3.71241  -1.499
O 1.51205 1.36989 -1.19321  0.038
C 2.37137 2.43702 -1.74425  1.611
C 2.26150 2.27827 -3.24646  -1.743
C 3.79553 2.22876 -1.26592  -1.351
C 1.79601 3.75940 -1.27355  -1.400
H 2.85750 -3.14218 0.50145  0.471
H 1.75481 -2.41878 1.67613  0.145
H 3.00698 -1.43595 0.90049  0.293
H 0.91123 -3.95735 -0.91903  0.627
H -0.33337 -2.83171 -1.43401  0.287
H -0.20281 -3.30307 0.27581  0.185
H 2.51040 -2.48630 -2.06965  0.579
H 2.83984 -0.84819 -1.51989  0.243
H 1.35447 -1.18854 -2.41210  0.211
H 2.91797 3.54251 1.94378  0.323
H 2.51377 3.49099 3.65770  0.531
H 1.23819 3.30377 2.46588  0.292
H 4.61149 1.73093 2.18051  0.356
H 4.16365 0.17143 2.88880  0.356
H 4.30702 1.60264 3.91291  0.436
H 0.58547 1.06245 3.55011  0.312
H 1.88663 1.17801 4.72461  0.623
H 1.81214 -0.22246 3.65528  0.204
H 2.65980 1.31507 -3.56425  0.360
H 2.83097 3.06124 -3.74638  0.456
H 1.22261 2.35572 -3.56602  0.313
H 4.18129 1.26333 -1.59425  0.333
H 3.86927 2.28788 -0.18214  0.132
H 4.43485 3.00242 -1.69098  0.550
H 0.75986 3.86565 -1.59581  0.292
H 2.36459 4.59306 -1.68508  0.504
H 1.84031 3.84015 -0.18616  0.169

***

(3)
C11H13MoNO7PS2Se | ωB97M-V/def2-TZVPD

The HOMO energy (spin up / spin down) is -0.00753 / 0.00237 Eh. The multiplicity is 2. Its total charge is -2. As for the expectation value of S²: 0.773. As for the LUMO energy (spin up / spin down): 4.3577 / 4.3578 eV. Its relative energy (zero: lowest compared OMol25 entry of this formula, charge and spin) is 0.3784 eV.

Each line ends with the natural charge from an NBO analysis.
Atoms and positions in Å:
Mo -1.59775 -1.42990 -0.99449  0.817
O -4.00422 3.08025 2.63351  -0.683
C -3.50259 2.05180 1.86551  0.283
C -3.27022 0.79018 2.38345  -0.296
C -2.74714 -0.18547 1.54964  0.095
N -2.46766 0.06604 0.26946  -0.431
C -2.71456 1.28259 -0.24063  0.095
C -3.22922 2.30561 0.52199  -0.267
C -2.43030 1.35104 -1.72122  0.755
O -2.70653 2.34885 -2.37369  -0.669
O -1.94848 0.24303 -2.17395  -0.679
C -2.42213 -1.59596 1.93512  0.735
O -2.67169 -2.01609 3.06798  -0.711
O -1.88857 -2.24148 0.96559  -0.660
H -4.08463 2.75604 3.53554  0.470
H -3.47232 0.53291 3.41740  0.224
H -3.40729 3.27299 0.07377  0.238
C 3.59956 -3.30537 -2.18137  -0.628
C 2.60553 -2.78032 -1.16765  -0.085
O 2.95490 -1.43255 -0.80552  -0.853
P 1.92366 -0.26150 -1.27221  1.658
S 0.38331 -0.34211 0.04036  -0.572
S 1.60014 -0.25992 -3.17894  -0.635
O 2.84938 1.00341 -0.86898  -0.832
C 3.04648 1.37152 0.49703  -0.059
C 2.19975 2.57690 0.85411  -0.634
H 3.44336 -4.37493 -2.34081  0.196
H 4.62246 -3.14479 -1.83171  0.187
H 3.46832 -2.78264 -3.12876  0.227
H 2.61881 -3.37005 -0.24842  0.169
H 1.58948 -2.81795 -1.56877  0.239
H 4.10996 1.60896 0.59433  0.160
H 2.82302 0.52770 1.15315  0.194
H 2.37989 3.38359 0.14138  0.201
H 2.44848 2.92969 1.85892  0.186
H 1.14330 2.31534 0.82048  0.243
Se -1.24448 -3.45740 -2.08158  -0.678

***

(4)
C3H14NO2S2 | ωB97M-V/def2-TZVPD

The HOMO energy (spin up / spin down) is -0.12613 / -0.25268 Eh. The multiplicity is 2. As for the expectation value of S²: 0.753. As for the LUMO energy (spin up / spin down): -0.0373 / -0.0698 eV. Its relative energy (zero: lowest compared OMol25 entry of this formula, charge and spin) is 0.3141 eV.

Each line ends with the natural charge from an NBO analysis.
Atoms and positions in Å:
N 1.48629 -0.41779 0.78489  -0.718
C -0.00377 -0.59156 0.65546  -0.066
C -0.39247 -0.95921 -0.78065  -0.635
C -0.61907 0.70375 1.19218  -0.601
S 0.11124 1.45030 2.61949  -0.188
S 1.71552 2.59625 1.73634  -0.616
H 2.06024 -0.96529 0.13920  0.434
H 1.77866 0.52440 0.50261  0.477
H 1.76464 -0.81762 1.68902  0.448
H -0.34393 -1.41090 1.28323  0.205
H 0.35952 -1.55934 -1.29815  0.210
H -1.34569 -1.50688 -0.77252  0.235
H -0.61438 -0.00576 -1.26531  0.224
H -0.67643 1.33093 0.28861  0.196
H -1.64640 0.44162 1.44882  0.239
H 1.53991 3.85787 2.18122  0.148
H -5.88498 -0.48961 -1.92607  0.475
H -5.02613 -1.79190 -1.88909  0.471
O -5.00252 -0.84598 -2.02089  -0.945
H 4.30195 0.15739 -1.29058  0.488
H 3.09639 0.24785 -2.09414  0.481
O 3.34141 0.05146 -1.18366  -0.961

***

(5)
C5H6O | ωB97M-V/def2-TZVPD

The HOMO energy is -0.36334 Eh. Its structure (SMILES) is C#CCCC=O. As for the LUMO energy: 0.9199 eV. Its relative energy (zero: lowest compared OMol25 entry of this formula, charge and spin) is 1.7833 eV.

Each line ends with the natural charge from an NBO analysis.
Atoms and positions in Å:
C 2.83069 0.44889 0.10635  -0.242
C 1.69027 0.19775 -0.18546  -0.010
C 0.29384 -0.09328 -0.51602  -0.485
C -0.60164 -0.12798 0.72349  -0.499
C -2.06717 -0.20091 0.36953  0.444
O -2.50059 -0.04805 -0.74834  -0.520
H 3.84351 0.67489 0.35732  0.237
H 0.22802 -1.05339 -1.03996  0.240
H -0.09016 0.65626 -1.21511  0.253
H -0.35031 -0.97022 1.38039  0.231
H -0.45600 0.77478 1.33364  0.240
H -2.75833 -0.39832 1.21718  0.111

***

(6)
C39H56F4O12S3 | ωB97M-V/def2-TZVPD

The HOMO energy is -0.32168 Eh. As for the LUMO energy: 0.2705 eV. Its relative energy (zero: lowest compared OMol25 entry of this formula, charge and spin) is 4.1341 eV.

Each line ends with the Mulliken charge.
Atoms and positions in Å:
F -29.13530 -33.14982 35.55093  -0.289
C -29.71779 -32.57906 34.52905  0.399
C -28.90381 -32.12805 33.47701  -0.345
C -29.51124 -31.55212 32.33358  -0.420
C -30.84215 -31.27563 32.25966  -0.515
C -31.67490 -31.63038 33.39106  -0.441
C -31.04934 -32.26487 34.51731  -0.461
H -27.83648 -32.23022 33.60650  0.413
H -28.83363 -31.15412 31.59274  0.328
H -31.31094 -30.70279 31.47322  0.449
H -32.72903 -31.44442 33.24743  0.459
H -31.64704 -32.79358 35.24507  0.421
F -36.94543 -31.95784 32.81415  -0.292
C -36.89851 -33.12961 32.21196  0.321
C -37.25765 -33.23680 30.83430  -0.337
C -37.30586 -34.45713 30.31474  -0.461
C -36.91965 -35.59206 31.05211  -0.273
C -36.60054 -35.54642 32.36838  -0.515
C -36.50493 -34.24916 32.94505  -0.296
H -37.42672 -32.32370 30.28288  0.419
H -37.51971 -34.56052 29.26118  0.337
H -36.87523 -36.55762 30.57032  0.337
H -36.32493 -36.41227 32.95211  0.368
H -36.15194 -34.04684 33.94549  0.394
F -36.35723 -26.74967 28.42879  -0.310
C -35.97464 -26.49129 29.69073  0.487
C -36.67105 -25.46056 30.32384  -0.396
C -36.27804 -25.06717 31.58704  -0.318
C -35.20860 -25.70011 32.17848  -0.524
C -34.59598 -26.81261 31.59617  -0.446
C -34.94746 -27.17474 30.31317  -0.511
H -37.42986 -24.94133 29.75728  0.378
H -36.75592 -24.19852 32.01538  0.354
H -35.04153 -25.35851 33.18932  0.411
H -33.83757 -27.21390 32.25205  0.461
H -34.55266 -28.05570 29.82897  0.413
F -31.21735 -34.40801 22.32312  -0.279
C -31.28395 -34.03831 23.63005  0.328
C -30.13228 -33.90879 24.42725  -0.266
C -30.23353 -33.61263 25.78740  -0.543
C -31.49911 -33.35435 26.33562  -0.176
C -32.63829 -33.53625 25.55160  -0.535
C -32.48912 -33.70613 24.18558  -0.263
H -29.14216 -34.11250 24.04704  0.361
H -29.42255 -33.22666 26.38719  0.325
H -31.73122 -32.96751 27.31688  0.360
H -33.59332 -33.27499 25.98292  0.334
H -33.35827 -33.66244 23.54600  0.355
C -31.91585 -31.26123 42.14253  -0.916
S -32.97826 -31.88488 40.84546  0.506
O -32.02712 -32.65888 39.92260  -0.582
C -33.72841 -33.14724 41.95572  -1.038
H -31.05231 -31.89363 42.34870  0.334
H -32.41343 -31.17053 43.10808  0.333
H -31.43583 -30.32139 41.86981  0.302
H -34.30663 -32.71057 42.77001  0.388
H -32.97682 -33.67169 42.54577  0.344
H -34.41500 -33.86709 41.51019  0.330
C -22.08096 -29.67433 36.59972  -0.869
S -23.81906 -29.70252 37.28354  0.477
O -24.60381 -28.69820 36.39319  -0.612
C -24.17938 -31.39133 36.52250  -0.943
H -21.67563 -28.68222 36.79851  0.311
H -22.10276 -29.89346 35.53219  0.282
H -21.53357 -30.46304 37.11586  0.338
H -23.97658 -31.54281 35.46230  0.364
H -25.23815 -31.51614 36.74952  0.264
H -23.62677 -32.22087 36.96361  0.388
C -29.61423 -25.60524 36.27767  -0.842
S -30.71555 -26.22806 37.60725  0.480
O -32.13008 -25.97849 37.08686  -0.606
C -30.21985 -27.99202 37.43401  -0.895
H -28.60514 -25.98482 36.43818  0.342
H -29.66055 -24.51711 36.32164  0.317
H -30.04701 -25.86561 35.31175  0.254
H -29.15639 -28.17843 37.58369  0.363
H -30.48121 -28.24675 36.40693  0.277
H -30.79117 -28.75701 37.95982  0.311
C -32.28232 -42.33450 38.33525  -0.583
O -31.67207 -41.06192 37.91220  -0.326
C -32.04201 -39.88326 38.59856  0.800
O -33.01743 -39.73577 39.35743  -0.592
O -31.38519 -38.93735 38.04741  -0.279
C -31.53153 -37.55788 38.51698  -0.611
H -33.34098 -42.07689 38.36632  0.301
H -31.73880 -42.59396 39.24375  0.259
H -32.04465 -43.12542 37.62387  0.211
H -32.39830 -37.27936 39.11635  0.332
H -31.51955 -37.03801 37.55902  0.224
H -30.69412 -37.29416 39.16296  0.263
C -30.22596 -24.44324 30.96366  -0.708
O -28.88597 -24.82454 30.75357  -0.320
C -28.64117 -26.02962 30.36846  0.887
O -29.46556 -26.93790 30.49502  -0.610
O -27.37242 -26.09953 29.98522  -0.321
C -26.77906 -27.30494 29.55437  -0.640
H -30.59843 -24.02692 30.02768  0.288
H -30.36140 -23.58549 31.62246  0.242
H -30.84252 -25.27055 31.31510  0.351
H -25.69246 -27.24382 29.49375  0.273
H -27.04954 -27.60341 28.54153  0.303
H -26.99790 -28.18671 30.15661  0.252
C -22.92725 -32.88447 43.07862  -0.596
O -24.02420 -33.65728 42.52754  -0.307
C -24.02814 -34.06661 41.17627  0.797
O -23.16317 -33.83966 40.34184  -0.584
O -25.07072 -34.80799 40.90485  -0.318
C -25.21783 -35.59072 39.72066  -0.545
H -22.96672 -31.87947 42.65849  0.270
H -21.98203 -33.32641 42.76342  0.290
H -22.89278 -32.95169 44.16600  0.242
H -26.13039 -36.17144 39.85526  0.200
H -24.29609 -36.11101 39.46028  0.300
H -25.34053 -34.88113 38.90242  0.251